Entry 1:
{"formula": "C5H9NO", "method": "ωB97M-V with the def2-TZVPD basis set", "species": ["C", "H", "N", "H", "C", "H", "O", "H", "C", "C", "C", "H", "H", "H", "H", "H"], "positions_angstrom": [[1.265, -1.258, 0.134], [-0.640, -0.392, 1.901], [1.938, -2.192, 0.253], [0.247, 1.971, 0.483], [-0.043, 0.037, -1.503], [-1.222, -1.515, 0.658], [-1.978, 0.429, 0.650], [-0.024, -0.914, -2.039], [0.336, -0.122, -0.017], [-0.914, -0.475, 0.845], [0.983, 1.162, 0.521], [1.302, 1.031, 1.560], [1.858, 1.449, -0.072], [0.639, 0.725, -2.008], [-2.454, 0.168, -0.148], [-1.043, 0.469, -1.577]], "nbo_charge": [0.29, 0.19, -0.33, 0.23, -0.60, 0.18, -0.71, 0.23, -0.19, -0.04, -0.59, 0.22, 0.22, 0.22, 0.47, 0.21], "orbital_gap_ev": 11.4, "total_charge": 0}

=====

Entry 2:
{"formula": "C5H15N5S", "method": "ωB97M-V with the def2-TZVPD basis set", "species": ["N", "N", "H", "H", "H", "H", "C", "H", "C", "H", "C", "H", "H", "C", "H", "C", "N", "N", "S", "H", "H", "H", "H", "H", "H", "N"], "positions_angstrom": [[-1.745, 0.163, -0.389], [2.085, -1.870, -0.053], [-3.175, 1.830, -0.806], [0.924, 0.338, 1.921], [-3.173, -1.491, -0.048], [-3.399, 0.995, 0.717], [-2.515, -1.022, -0.833], [-3.076, -0.744, -1.660], [-1.009, -0.227, 0.889], [3.806, 2.447, -0.101], [0.363, 0.524, 0.924], [-1.868, -1.834, -1.272], [1.331, -2.089, -0.700], [3.310, -0.086, -0.756], [-1.945, 1.983, 0.527], [-2.546, 1.255, -0.048], [3.254, -1.315, -0.467], [2.268, 0.712, -0.313], [2.833, 2.071, 0.686], [0.304, 1.672, 0.910], [4.121, 0.255, -1.258], [2.200, -2.668, 0.617], [-0.956, 0.183, -1.107], [-0.981, -1.277, 1.005], [-1.610, 0.157, 1.746], [1.197, 0.040, -0.132]], "nbo_charge": [-0.37, -0.49, 0.29, 0.28, 0.26, 0.27, -0.44, 0.25, -0.22, 0.17, -0.35, 0.24, 0.42, 0.22, 0.23, -0.48, -0.12, -0.21, 0.27, 0.27, 0.25, 0.43, 0.46, 0.25, 0.27, -0.14], "orbital_gap_ev": [8.2, 8.2], "total_charge": 2}

=====

Entry 3:
{"formula": "C19H24N5O2PdS", "method": "ωB97M-V with the def2-TZVPD basis set", "species": ["Pd", "C", "C", "C", "C", "C", "C", "H", "H", "H", "H", "C", "H", "C", "H", "H", "H", "C", "H", "H", "N", "N", "C", "C", "C", "H", "H", "H", "H", "C", "C", "H", "H", "H", "H", "C", "O", "H", "N", "H", "C", "H", "H", "C", "N", "H", "C", "O", "N", "S", "H", "C"], "positions_angstrom": [[1.384, 0.149, 0.420], [-2.096, 1.120, -2.615], [-2.847, -3.144, 0.015], [-0.549, -3.778, 0.114], [-1.162, -1.397, -0.033], [0.490, -4.729, 0.206], [3.869, 1.642, -0.545], [3.087, -2.597, 0.340], [3.362, 3.676, -0.090], [4.192, 0.253, 0.947], [2.604, -5.036, 0.345], [1.445, 2.741, 2.045], [0.238, -5.784, 0.230], [-4.836, 1.508, -2.245], [-3.899, -3.402, 0.003], [4.917, 1.866, -0.742], [-2.201, -5.177, 0.111], [3.278, 2.692, 0.368], [-2.538, 1.091, -4.711], [-4.964, 1.440, -4.383], [1.880, 2.365, 0.691], [3.683, 0.309, 0.073], [2.065, -2.951, 0.262], [1.791, -4.325, 0.274], [-2.941, 1.189, -3.709], [0.358, 2.818, 2.024], [1.541, -0.368, 3.217], [4.052, -0.418, -0.526], [-5.900, 1.661, -2.110], [-2.642, 1.243, -1.339], [-0.181, -2.419, 0.074], [1.844, 3.708, 2.352], [1.586, 1.970, 4.036], [-3.256, -1.030, -0.083], [2.942, 1.535, 3.010], [-2.479, -1.779, -0.035], [-0.705, 2.360, -0.031], [3.854, 2.721, 1.295], [1.236, 0.398, 2.632], [-1.030, 0.965, -2.740], [1.862, 1.675, 3.027], [3.342, 1.647, -1.497], [1.225, 2.748, 0.017], [-1.915, -4.131, 0.077], [1.128, -2.035, 0.163], [0.227, 0.462, 2.727], [-4.003, 1.436, -1.138], [-2.413, 1.085, 1.229], [-0.642, -0.090, -0.162], [-1.583, 1.210, 0.060], [-4.391, 1.525, -0.128], [-4.307, 1.384, -3.522]], "nbo_charge": [1.13, -0.21, -0.17, -0.09, 0.13, -0.10, -0.23, 0.19, 0.22, 0.38, 0.24, -0.25, 0.23, -0.20, 0.23, 0.21, 0.23, -0.24, 0.22, 0.23, -0.65, -0.85, 0.07, -0.27, -0.19, 0.25, 0.40, 0.39, 0.23, -0.29, 0.20, 0.21, 0.22, 0.24, 0.19, -0.22, -1.00, 0.19, -0.81, 0.23, -0.23, 0.21, 0.44, -0.20, -0.51, 0.40, -0.21, -0.96, -1.00, 2.32, 0.25, -0.18], "orbital_gap_ev": [7.9, 6.6], "multiplicity": 3, "total_charge": 1}

=====

Relative energy (zero: lowest compared OMol25 entry of this formula, charge and spin) across the listed records, respectively: 108.3; 176.4; 0.0 kJ/mol.
DFT total energy across the listed records, respectively: -8868.09027; -23691.93738; -45947.94079 eV.